{"formula": "C15H30BrIN2O2", "method": "ωB97M-V with the def2-TZVPD basis set", "elements": ["C", "C", "C", "C", "N", "C", "N", "C", "O", "C", "C", "C", "C", "I", "C", "Br", "H", "H", "H", "H", "H", "H", "H", "H", "H", "H", "H", "H", "H", "H", "H", "H", "H", "H", "H", "H", "C", "C", "O", "C", "C", "H", "H", "H", "H", "H", "H", "H", "H", "H", "H"], "positions_angstrom": [[1.280, -0.039, 1.973], [2.224, -0.858, 1.071], [1.994, -2.374, 1.132], [0.884, -2.875, 0.185], [0.148, -4.039, 0.689], [-1.120, -3.886, 1.348], [-1.014, -3.245, 2.673], [-1.736, -2.039, 2.698], [-2.023, -1.449, 3.694], [-2.084, -1.633, 1.271], [-3.221, -0.641, 1.169], [-3.480, 0.066, -0.166], [-4.348, 1.322, 0.015], [-1.640, 0.586, -1.174], [-2.248, -3.026, 0.691], [-2.356, -3.266, -1.212], [0.732, -0.681, 2.671], [1.832, 0.691, 2.569], [0.535, 0.515, 1.395], [3.261, -0.651, 1.351], [2.116, -0.527, 0.031], [2.923, -2.890, 0.867], [1.774, -2.685, 2.158], [0.216, -2.053, -0.099], [1.356, -3.190, -0.750], [0.055, -4.753, -0.020], [-1.537, -4.890, 1.466], [-0.069, -3.139, 3.021], [-1.140, -1.181, 0.945], [-4.144, -1.170, 1.448], [-3.064, 0.126, 1.935], [-3.974, -0.609, -0.864], [-3.822, 2.245, -0.230], [-5.234, 1.272, -0.623], [-4.685, 1.401, 1.053], [-3.191, -3.425, 1.078], [3.906, 3.846, -1.417], [3.339, 2.724, -2.269], [1.995, 2.392, -1.970], [1.041, 3.428, -2.144], [0.942, 3.955, -3.564], [3.827, 3.600, -0.357], [4.959, 3.995, -1.661], [3.392, 4.792, -1.589], [3.895, 1.803, -2.087], [3.452, 2.961, -3.334], [1.228, 4.250, -1.443], [0.100, 2.965, -1.851], [1.862, 4.443, -3.889], [0.139, 4.690, -3.626], [0.721, 3.144, -4.260]], "nbo_charge": [-0.62, -0.41, -0.40, -0.24, -0.64, 0.11, -0.66, 0.71, -0.55, -0.38, -0.43, -0.28, -0.64, 0.05, -0.28, 0.02, 0.19, 0.22, 0.22, 0.21, 0.21, 0.21, 0.19, 0.18, 0.21, 0.38, 0.19, 0.41, 0.26, 0.22, 0.24, 0.22, 0.23, 0.22, 0.22, 0.23, -0.64, -0.06, -0.54, -0.07, -0.65, 0.21, 0.22, 0.20, 0.19, 0.16, 0.16, 0.19, 0.20, 0.22, 0.21], "charge": 0, "homo_energy_ev": -9.181, "smiles": "CCCCN[C@H]1NC(=O)[C@H](C[C@@H](C)I)[C@H]1Br.CCOCC"}


{"formula": "C29H28FN6O5Rh", "method": "ωB97M-V with the def2-TZVPD basis set", "elements": ["Rh", "O", "C", "C", "C", "C", "C", "C", "C", "O", "N", "N", "C", "C", "C", "C", "C", "C", "N", "H", "H", "H", "H", "H", "H", "H", "H", "H", "H", "C", "C", "N", "C", "C", "C", "O", "O", "C", "O", "C", "C", "C", "F", "C", "C", "C", "N", "C", "C", "N", "C", "C", "H", "H", "H", "H", "H", "H", "H", "H", "H", "H", "H", "H", "H", "H", "H", "H", "H", "H"], "positions_angstrom": [[2.571, -2.856, -0.880], [6.459, -1.544, 2.578], [5.395, -1.697, 3.366], [5.601, -1.642, 4.747], [4.542, -1.747, 5.621], [3.239, -1.915, 5.144], [3.022, -2.030, 3.793], [4.085, -1.927, 2.884], [3.816, -2.107, 1.475], [2.712, -2.677, 1.104], [4.696, -1.669, 0.564], [4.236, -1.903, -0.663], [4.786, -1.403, -1.736], [4.109, -1.723, -2.954], [4.425, -1.215, -4.215], [3.659, -1.572, -5.305], [2.607, -2.466, -5.137], [2.334, -2.943, -3.869], [3.044, -2.565, -2.808], [6.202, -1.550, 1.642], [6.615, -1.502, 5.095], [4.719, -1.691, 6.687], [2.409, -1.956, 5.836], [2.026, -2.189, 3.404], [5.665, -0.780, -1.646], [5.251, -0.524, -4.299], [3.870, -1.158, -6.282], [1.994, -2.778, -5.969], [1.526, -3.646, -3.702], [-4.682, -1.778, 0.980], [-4.328, -1.465, -0.470], [-2.880, -1.292, -0.648], [-2.153, -2.361, -1.003], [-0.790, -2.382, -1.102], [-0.185, -3.676, -1.616], [-0.842, -4.343, -2.386], [0.993, -3.975, -1.178], [-0.038, -1.210, -0.829], [1.214, -1.073, -0.937], [-0.836, -0.045, -0.456], [-0.181, 1.164, -0.199], [-0.894, 2.300, 0.051], [-0.222, 3.452, 0.234], [-2.300, 2.297, 0.073], [-2.942, 1.084, -0.114], [-2.240, -0.094, -0.398], [-3.093, 3.453, 0.272], [-2.523, 4.618, 0.936], [-3.649, 5.473, 1.499], [-4.546, 5.896, 0.377], [-5.111, 4.695, -0.314], [-3.961, 3.844, -0.833], [-5.753, -1.955, 1.064], [-4.413, -0.958, 1.646], [-4.160, -2.676, 1.309], [-4.844, -0.572, -0.817], [-4.638, -2.290, -1.107], [-2.697, -3.263, -1.254], [0.899, 1.190, -0.236], [-4.019, 1.082, -0.033], [-1.905, 5.227, 0.261], [-1.895, 4.296, 1.763], [-3.247, 6.354, 1.996], [-4.246, 4.901, 2.207], [-3.996, 6.435, -0.297], [-5.295, 6.500, 0.719], [-5.755, 5.010, -1.133], [-5.697, 4.137, 0.414], [-3.398, 4.414, -1.591], [-4.364, 2.964, -1.325]], "nbo_charge": [1.41, -0.65, 0.38, -0.28, -0.13, -0.24, -0.15, -0.21, 0.61, -0.65, -0.45, -0.20, 0.04, 0.14, -0.20, -0.12, -0.22, 0.08, -0.44, 0.51, 0.24, 0.23, 0.22, 0.23, 0.24, 0.25, 0.25, 0.25, 0.25, -0.62, -0.21, -0.34, 0.17, -0.31, 0.78, -0.59, -0.73, 0.51, -0.62, -0.15, -0.19, 0.33, -0.31, 0.20, -0.30, 0.27, -0.46, -0.24, -0.23, -0.49, -0.24, -0.24, 0.24, 0.21, 0.23, 0.21, 0.23, 0.26, 0.27, 0.23, 0.20, 0.26, 0.25, 0.24, 0.43, 0.45, 0.25, 0.24, 0.19, 0.25], "charge": 2, "homo_energy_ev": [-12.127, -12.121], "de_lowest_kcal_mol": 0.00}


{"formula": "C15H30N3O4", "method": "ωB97M-V with the def2-TZVPD basis set", "elements": ["C", "O", "C", "C", "C", "C", "C", "N", "C", "N", "C", "N", "C", "O", "H", "H", "H", "H", "H", "H", "H", "H", "H", "H", "H", "H", "H", "H", "C", "C", "C", "O", "H", "H", "H", "H", "H", "H", "H", "H", "C", "C", "C", "O", "H", "H", "H", "H", "H", "H", "H", "H"], "positions_angstrom": [[0.606, -2.788, 0.039], [0.516, -1.771, 1.016], [-0.803, -1.519, 1.407], [-1.606, -0.701, 0.377], [-2.874, -1.433, -0.077], [-4.056, -0.485, -0.449], [-5.277, -0.863, 0.312], [-5.717, -0.347, 1.517], [-6.854, -0.942, 1.868], [-7.164, -1.824, 0.931], [-6.188, -1.794, -0.067], [-6.165, -2.540, -1.248], [-6.181, -3.771, -1.148], [-6.115, -4.903, -1.119], [-0.044, -3.634, 0.277], [1.627, -3.140, 0.037], [0.318, -2.423, -0.946], [-0.812, -0.995, 2.358], [-1.295, -2.479, 1.589], [-0.988, -0.520, -0.496], [-1.845, 0.281, 0.774], [-2.680, -2.073, -0.930], [-3.218, -2.083, 0.723], [-4.315, -0.580, -1.496], [-3.808, 0.550, -0.234], [-5.205, 0.362, 2.018], [-7.378, -0.680, 2.767], [-7.986, -2.410, 0.943], [4.930, -1.003, -0.470], [4.225, -0.962, -1.816], [4.382, 0.395, -2.480], [2.838, -1.267, -1.647], [4.502, -0.259, 0.208], [4.807, -1.980, -0.001], [5.997, -0.801, -0.575], [4.630, -1.739, -2.465], [3.937, 1.178, -1.861], [3.869, 0.414, -3.443], [5.434, 0.637, -2.643], [2.459, -0.591, -1.075], [3.382, 3.862, 1.844], [3.902, 3.855, 0.414], [4.091, 5.268, -0.114], [3.002, 3.133, -0.431], [2.408, 4.357, 1.893], [3.248, 2.842, 2.207], [4.067, 4.382, 2.512], [4.850, 3.319, 0.373], [3.138, 5.804, -0.122], [4.461, 5.247, -1.139], [4.797, 5.829, 0.500], [2.153, 3.587, -0.414]], "nbo_charge": [-0.25, -0.52, -0.05, -0.44, -0.39, -0.44, 0.15, -0.45, 0.25, -0.47, 0.28, -0.57, 0.91, -0.39, 0.16, 0.22, 0.17, 0.19, 0.15, 0.23, 0.20, 0.23, 0.19, 0.26, 0.23, 0.46, 0.26, 0.46, -0.63, 0.10, -0.64, -0.73, 0.20, 0.21, 0.21, 0.17, 0.22, 0.21, 0.21, 0.46, -0.63, 0.09, -0.63, -0.73, 0.19, 0.22, 0.22, 0.18, 0.20, 0.22, 0.22, 0.46], "charge": 1, "homo_energy_ev": -11.475, "de_lowest_kcal_mol": 0.00}